{
  "formula": "C12H14ClN2",
  "method": "the ωB97M-V functional and the def2-TZVPD basis",
  "elements": ["C", "N", "C", "C", "C", "C", "C", "C", "C", "C", "N", "C", "C", "C", "H", "H", "H", "H", "H", "H", "H", "H", "H", "H", "H", "H", "H", "H", "Cl"],
  "xyz": [[3.172181, 3.446938, 1.369892], [1.989592, 2.499354, 1.468092], [2.349841, 1.293169, 1.765674], [1.679531, 0.205678, 1.283283], [0.484524, 0.525383, 0.301373], [0.158684, 1.824276, -0.023977], [0.967744, 2.764968, 0.596268], [-0.449040, -0.719991, -0.066337], [0.050239, -2.058313, -0.084501], [-0.729730, -3.034257, -0.377278], [-2.098279, -2.697337, -0.746068], [-2.575189, -1.457836, -0.794629], [-1.771715, -0.430914, -0.609828], [-2.586927, -3.694392, -1.835397], [3.692325, 3.478106, 0.285929], [4.158115, 3.223378, 1.891951], [2.877130, 4.507821, 1.588456], [3.250917, 1.020923, 2.230049], [2.106686, -0.889431, 1.402196], [-0.694938, 2.241035, -0.368730], [0.685182, 3.733420, 0.549602], [1.052588, -2.247974, 0.398029], [-0.233517, -4.031957, -0.332300], [-3.645887, -1.294391, -1.049063], [-2.338186, 0.734492, -0.477428], [-2.094228, -4.663007, -1.849357], [-2.607263, -3.187727, -2.738177], [-3.601307, -3.877103, -1.811364], [-3.249075, 2.785690, -1.966360]],
  "forces_ev_per_angstrom": [[2.2245, 2.2333, -1.6928], [1.5009, 3.1384, -2.5027], [-0.4569, -4.5099, -0.5943], [-2.6411, -0.8260, -3.2408], [0.9545, -4.2511, 2.4965], [3.3868, -0.7832, 3.2923], [0.5559, -2.4539, 1.2855], [-0.1314, 2.4516, -2.0135], [3.4535, 4.9349, 3.2158], [-4.1882, -2.0471, -1.4843], [2.8219, -4.4055, -1.8268], [-2.3201, -1.8784, -0.9394], [2.3021, 5.7014, 4.0003], [0.2883, 0.1912, 1.9062], [-2.0885, -0.3472, 1.8842], [-2.0445, -0.3874, 0.4785], [0.1020, -1.1911, -0.0540], [1.1504, 0.7549, 1.0500], [-1.2298, 2.6869, 0.0141], [-2.9539, 0.5919, -2.2307], [-0.3480, 3.2288, -0.4707], [-1.1611, 0.0735, -1.0901], [-1.7653, 0.3404, -0.4999], [0.8709, -0.4731, -0.0475], [1.7783, -3.0221, -1.2145], [0.4640, 0.4619, 0.2505], [1.2778, 1.0256, -1.9381], [-2.4545, -0.5306, 1.2906], [0.6515, -0.7081, 0.6756]],
  "mulliken_charge": [-0.91, 0.12, -0.15, -0.61, 0.98, -0.48, -0.38, 1.35, -0.47, -0.33, 0.08, -0.22, -0.52, -1.09, 0.34, 0.33, 0.34, 0.37, 0.09, 0.22, 0.53, 0.10, 0.34, 0.45, 0.02, 0.34, 0.45, 0.42, -0.73],
  "e_tot_ha": -1034.8885,
  "relative_energy_kj_mol": 491.8,
  "total_charge": 1,
  "homo_ev": -9.43
}